Entry 1:
The following is a DFT calculation (the ωB97M-V functional and the def2-TZVPD basis) of a 5-piece molecular cluster, C16H36N4O5 overall.

As for the SMILES: CN(C)C=O.CN(C)C=O.CN(C)C=O.CN(C)C=O.C1CCOC1. As for the orbital gap: 9.58 eV. Its relative energy (zero: lowest compared OMol25 entry of this formula, charge and spin) is 56.9 kcal per mole.

The geometry in ORCA input format:
```
! RIJCOSX wB97M-V def2-TZVPD def2/J DEFGRID3
* xyz 0 1
C -3.10 -3.59 0.85
O -3.52 -2.54 1.38
N -2.38 -4.50 1.52
C -1.89 -5.78 0.97
C -1.84 -4.22 2.83
H -3.15 -3.84 -0.22
H -2.09 -6.63 1.63
H -0.82 -5.91 0.82
H -2.42 -5.89 0.03
H -0.83 -3.85 2.66
H -2.45 -3.53 3.41
H -1.78 -5.15 3.39
C -0.03 5.45 -2.73
O -0.53 6.49 -2.48
N 1.09 5.02 -2.19
C 1.82 5.65 -1.12
C 1.63 3.70 -2.55
H -0.47 4.75 -3.45
H 2.19 5.11 -0.24
H 1.46 6.67 -0.99
H 2.78 5.85 -1.60
H 2.72 3.73 -2.58
H 1.25 2.90 -1.92
H 1.24 3.37 -3.51
C 5.29 0.43 3.14
O 5.61 1.54 3.51
N 6.04 -0.63 2.71
C 5.55 -1.88 2.04
C 7.53 -0.47 2.87
H 4.24 0.11 3.08
H 4.47 -2.01 2.06
H 5.96 -2.76 2.54
H 5.91 -1.77 1.01
H 7.91 0.35 3.48
H 8.04 -1.33 3.32
H 8.05 -0.20 1.96
C 0.90 -1.20 1.16
O 2.05 -1.23 1.56
N 0.29 -0.09 0.62
C -0.80 -0.27 -0.26
C 0.87 1.25 0.71
H 0.18 -2.03 1.03
H -1.69 0.35 -0.17
H -1.24 -1.27 -0.24
H -0.42 -0.11 -1.27
H 1.65 1.40 1.46
H 1.19 1.50 -0.30
H 0.08 1.97 0.95
C -4.15 0.64 -2.61
C -5.36 1.43 -2.22
C -6.49 0.40 -2.49
O -5.89 -0.81 -2.05
C -4.48 -0.73 -2.14
H -3.23 0.97 -2.14
H -3.90 0.70 -3.67
H -5.69 2.21 -2.91
H -5.36 1.73 -1.17
H -6.68 0.26 -3.55
H -7.38 0.45 -1.86
H -4.03 -1.41 -2.86
H -3.93 -0.77 -1.20
*
```

---

Entry 2:
The following is a DFT calculation (the ωB97M-V functional and the def2-TZVPD basis) of a 6-piece molecular cluster, C35H59N7O5S3 overall.

As for the SMILES: CCN(CC)C(=S)SCCCc1ccc2c(c1)Sc1ccccc1N2.CNC(C)=O.CNC(C)=O.CNC(C)=O.CNC(C)=O.CNC(C)=O. As for the orbital gap: 7.58 eV. Its relative energy (zero: lowest compared OMol25 entry of this formula, charge and spin) is 0.0 kcal per mole.

The geometry in ORCA input format:
```
! RIJCOSX wB97M-V def2-TZVPD def2/J DEFGRID3
* xyz 0 1
C -7.45 1.97 2.02
C -7.34 0.44 2.05
N -5.95 -0.04 1.80
C -5.72 -0.46 0.41
C -6.12 0.61 -0.60
C -5.63 -1.03 2.74
S -5.80 -2.63 2.56
S -5.02 -0.35 4.30
C -3.24 -0.64 4.04
C -2.79 -2.04 4.45
C -1.25 -2.15 4.58
C -0.51 -1.38 3.51
C -0.33 -1.89 2.23
C 0.35 -1.17 1.26
C 0.88 0.09 1.53
C 0.68 0.60 2.81
C 0.00 -0.11 3.79
S 1.35 2.18 3.25
C 1.52 2.95 1.66
C 1.59 4.34 1.62
C 1.77 4.98 0.40
C 1.85 4.22 -0.75
C 1.78 2.83 -0.70
C 1.62 2.17 0.51
N 1.60 0.75 0.50
H -8.30 2.27 1.41
H -6.56 2.39 1.56
H -7.53 2.39 3.01
H -7.61 0.11 3.05
H -8.00 -0.03 1.33
H -4.64 -0.58 0.31
H -6.25 -1.38 0.16
H -7.20 0.73 -0.62
H -5.84 0.24 -1.58
H -5.64 1.56 -0.40
H -3.07 -0.51 2.98
H -2.70 0.13 4.58
H -3.23 -2.28 5.42
H -3.11 -2.76 3.72
H -0.95 -3.19 4.51
H -0.93 -1.79 5.55
H -0.72 -2.87 2.01
H 0.47 -1.61 0.28
H -0.14 0.33 4.76
H 1.52 4.89 2.54
H 1.85 6.06 0.38
H 1.97 4.70 -1.71
H 1.85 2.28 -1.63
H 2.53 0.37 0.39
C 4.78 2.09 2.72
C 5.48 0.82 2.31
O 5.14 0.20 1.30
N 6.50 0.38 3.09
C 7.03 0.97 4.30
H 4.00 2.29 1.99
H 4.32 1.98 3.70
H 5.47 2.94 2.73
H 6.92 -0.48 2.76
H 8.09 1.19 4.15
H 6.95 0.26 5.12
H 6.51 1.88 4.56
C -2.55 -0.70 -4.50
C -3.58 -1.01 -3.44
O -4.72 -0.57 -3.48
N -3.19 -1.82 -2.41
C -1.89 -2.43 -2.20
H -3.00 -0.05 -5.24
H -1.70 -0.19 -4.06
H -2.21 -1.61 -5.00
H -3.91 -1.99 -1.74
H -1.99 -3.52 -2.16
H -1.48 -2.09 -1.25
H -1.20 -2.17 -3.00
C -1.02 4.35 -4.64
C -2.07 3.26 -4.70
O -2.48 2.81 -5.76
N -2.53 2.77 -3.52
C -2.16 3.17 -2.17
H -0.76 4.62 -5.65
H -1.42 5.23 -4.13
H -0.13 4.00 -4.12
H -3.23 2.05 -3.62
H -1.76 2.31 -1.63
H -3.04 3.53 -1.63
H -1.41 3.95 -2.19
C -3.43 -4.20 -6.12
C -2.52 -3.65 -7.20
O -1.48 -3.07 -6.93
N -2.91 -3.80 -8.49
C -4.11 -4.45 -9.00
H -2.98 -4.00 -5.16
H -4.41 -3.73 -6.17
H -3.55 -5.28 -6.24
H -2.26 -3.41 -9.15
H -3.83 -5.28 -9.65
H -4.70 -3.73 -9.57
H -4.72 -4.83 -8.18
C 11.53 -1.11 5.14
C 10.46 -1.16 4.07
O 9.27 -1.10 4.35
N 10.87 -1.27 2.78
C 12.22 -1.35 2.27
H 11.05 -1.02 6.11
H 12.13 -2.02 5.13
H 12.18 -0.25 4.99
H 10.10 -1.30 2.12
H 12.41 -0.53 1.58
H 12.36 -2.29 1.72
H 12.94 -1.31 3.08
*
```

---

Entry 3:
The following is a DFT calculation (the ωB97M-V functional and the def2-TZVPD basis) of an isolated ion of composition C3H7N2O2 and charge +1.

As for the SMILES: CO/N=C/OC=[NH2+]. As for the orbital gap: 8.70 eV. Its relative energy (zero: lowest compared OMol25 entry of this formula, charge and spin) is 87.7 kcal per mole.

The geometry in ORCA input format:
```
! RIJCOSX wB97M-V def2-TZVPD def2/J DEFGRID3
* xyz 1 1
C 2.14 0.46 0.09
C -0.07 -0.42 -0.04
C -3.05 -0.24 -0.03
N -0.72 0.66 0.20
N 3.46 0.19 0.02
O 1.29 -0.49 -0.14
O -2.02 0.74 0.13
H 1.72 1.50 0.16
H -0.41 -1.46 -0.21
H -3.87 0.37 -0.36
H -3.40 -0.61 0.93
H -2.91 -0.96 -0.72
H 4.13 0.97 -0.11
H 3.72 -0.71 0.07
*
```

---

Entry 4:
The following is a DFT calculation (the ωB97M-V functional and the def2-TZVPD basis) of the molecule C12H19N5O3.

As for the SMILES: CNC(=O)[C@@H](C)NC(=O)[C@@H](Cc1c[nH]cn1)NC(C)=O. As for the orbital gap: 9.63 eV. Its relative energy (zero: lowest compared OMol25 entry of this formula, charge and spin) is 0.0 kcal per mole.

The geometry in ORCA input format:
```
! RIJCOSX wB97M-V def2-TZVPD def2/J DEFGRID3
* xyz 0 1
O -1.13 1.73 -2.03
O -2.09 1.54 3.29
O -1.10 -1.06 0.01
N 3.65 -0.77 -0.46
C -1.20 0.70 -2.74
C -1.53 1.36 2.21
C -0.11 -0.35 -0.12
C 4.15 -0.97 0.76
C 2.47 -2.39 0.53
C 2.57 -1.62 -0.60
N 3.49 -2.01 1.33
N -2.05 1.81 1.04
N 0.42 0.45 0.84
N -0.33 -0.31 -2.60
C -2.34 0.45 -3.69
C -3.26 2.67 0.91
C 0.12 -0.56 3.04
C 1.53 -1.59 -1.68
C -0.13 0.70 2.18
C 0.62 -0.38 -1.47
H 4.96 -0.41 1.17
H 1.66 -3.14 0.69
H 3.80 -2.49 2.18
H -1.57 1.54 0.17
H 1.30 0.89 0.63
H -0.56 -1.11 -3.17
H -1.98 0.20 -4.68
H -2.96 1.32 -3.75
H -2.99 -0.35 -3.33
H -3.58 2.97 1.91
H -4.07 2.13 0.38
H -3.00 3.56 0.38
H 1.19 -0.81 2.97
H -0.55 -1.31 2.66
H -0.12 -0.26 4.07
H 0.93 -2.52 -1.66
H 2.01 -1.55 -2.64
H 0.52 1.43 2.71
H 1.26 0.50 -1.48
*
```

---

Entry 5:
The following is a DFT calculation (the ωB97M-V functional and the def2-TZVPD basis) of a 6-piece molecular cluster, C33H83N5O11 overall.

As for the SMILES: COCCNCCOC.COCCNCCOC.COCCNCCOC.COCCNCCOC.COCCNCCOC.CC(C)O. As for the orbital gap: 9.01 eV. Its relative energy (zero: lowest compared OMol25 entry of this formula, charge and spin) is 43.4 kcal per mole.

The geometry in ORCA input format:
```
! RIJCOSX wB97M-V def2-TZVPD def2/J DEFGRID3
* xyz 0 1
C 1.03 -1.77 -0.19
C 2.00 -0.53 -0.35
C 1.51 0.42 -1.46
O 2.07 0.10 0.91
H 0.03 -1.31 0.04
H 1.39 -2.32 0.69
H 0.95 -2.55 -1.01
H 3.03 -0.88 -0.63
H 2.03 1.34 -1.41
H 0.44 0.73 -1.38
H 1.62 0.08 -2.50
H 2.27 1.02 0.81
C -2.04 4.00 -5.20
O -2.04 2.64 -5.55
C -0.74 2.12 -5.61
C -0.95 0.62 -5.90
N 0.27 0.01 -6.44
C 1.21 -0.34 -5.35
C 2.45 -0.95 -6.01
O 2.06 -2.13 -6.63
C 3.11 -2.83 -7.29
H -3.04 4.36 -5.13
H -1.39 4.67 -5.84
H -1.59 4.12 -4.19
H -0.22 2.32 -4.66
H -0.17 2.52 -6.47
H -1.70 0.64 -6.69
H -1.38 0.14 -5.05
H 0.11 -0.83 -6.97
H 0.81 -0.93 -4.49
H 1.48 0.65 -4.98
H 3.25 -1.12 -5.24
H 2.85 -0.27 -6.80
H 2.64 -3.80 -7.41
H 3.94 -3.05 -6.58
H 3.43 -2.35 -8.20
C 4.57 -3.54 -0.12
O 4.72 -4.69 -0.90
C 5.34 -4.63 -2.15
C 4.39 -4.13 -3.19
N 3.08 -4.78 -3.17
C 2.10 -4.01 -3.86
C 0.65 -4.56 -3.58
O 0.41 -4.37 -2.21
C -0.83 -4.98 -1.82
H 4.39 -3.92 0.89
H 3.75 -2.84 -0.41
H 5.47 -2.90 -0.18
H 5.70 -5.61 -2.40
H 6.19 -4.01 -2.23
H 4.79 -4.33 -4.20
H 4.24 -3.07 -3.02
H 2.79 -4.81 -2.17
H 2.30 -4.01 -4.96
H 2.25 -2.96 -3.55
H 0.65 -5.57 -3.88
H -0.01 -3.99 -4.20
H -1.76 -4.42 -2.16
H -0.90 -4.78 -0.70
H -0.97 -6.01 -2.07
C 3.85 3.42 -0.70
O 3.76 2.35 0.22
C 5.00 2.21 0.89
C 4.85 1.08 1.86
N 3.97 1.44 2.91
C 3.63 0.36 3.84
C 2.78 0.96 4.89
O 1.75 1.57 4.17
C 0.77 2.33 4.96
H 4.23 3.07 -1.69
H 4.57 4.16 -0.39
H 2.88 3.83 -0.94
H 5.32 3.20 1.29
H 5.79 2.06 0.13
H 5.90 0.92 2.21
H 4.50 0.18 1.32
H 3.12 1.86 2.49
H 4.54 -0.05 4.32
H 3.15 -0.53 3.35
H 3.34 1.77 5.37
H 2.43 0.29 5.69
H 0.49 1.76 5.88
H -0.14 2.47 4.38
H 1.10 3.33 5.31
C 0.63 -3.43 3.07
O 0.90 -2.32 3.86
C 0.17 -1.12 3.67
C -1.39 -1.27 3.51
N -1.93 0.04 3.83
C -2.06 0.19 5.28
C -3.02 1.25 5.62
O -4.31 0.78 5.17
C -5.29 1.70 5.50
H 1.38 -3.65 2.29
H -0.31 -3.31 2.49
H 0.70 -4.25 3.73
H 0.56 -0.67 2.77
H 0.41 -0.46 4.54
H -1.74 -2.08 4.10
H -1.62 -1.59 2.46
H -2.78 0.18 3.32
H -1.13 0.51 5.77
H -2.36 -0.74 5.78
H -2.80 2.20 5.06
H -3.05 1.48 6.71
H -6.21 1.39 4.99
H -4.91 2.72 5.14
H -5.41 1.84 6.56
C -2.40 1.73 -1.21
O -3.62 2.14 -0.53
C -3.59 1.59 0.80
C -4.67 2.34 1.57
N -6.08 1.91 1.15
C -7.06 2.93 1.28
C -7.56 3.11 2.69
O -6.74 4.00 3.45
C -7.38 4.49 4.62
H -1.51 2.09 -0.66
H -2.38 2.23 -2.20
H -2.28 0.67 -1.37
H -2.58 1.78 1.28
H -3.82 0.55 0.94
H -4.57 3.44 1.39
H -4.49 2.13 2.61
H -5.98 1.65 0.19
H -7.88 2.54 0.67
H -6.75 3.94 0.91
H -7.51 2.16 3.22
H -8.54 3.62 2.69
H -6.66 4.98 5.26
H -7.79 3.63 5.22
H -8.22 5.25 4.41
*
```

---

Entry 6:
The following is a DFT calculation (the ωB97M-V functional and the def2-TZVPD basis) of C12H14HgN2O4 as an isolated structure.

As for the orbital gap (spin up / spin down): 8.27 / 8.30 eV.

The geometry in ORCA input format:
```
! RIJCOSX wB97M-V def2-TZVPD def2/J DEFGRID3
* xyz 1 2
Hg -0.79 -0.12 0.58
O 0.08 1.42 -1.47
C -0.08 0.94 -2.59
O 1.54 -0.93 -0.92
C 1.34 -1.06 -2.11
O 1.90 -2.05 -2.84
N 0.51 -0.28 -2.96
C 1.45 -1.97 -4.22
C 0.58 -0.75 -4.34
H 0.88 -2.88 -4.45
H 2.33 -1.90 -4.86
H -0.42 -0.96 -4.72
H 1.05 0.02 -4.98
C -0.89 1.63 -3.60
C -1.35 2.86 -3.33
H -1.07 1.16 -4.58
H -1.16 3.32 -2.36
H -1.91 3.44 -4.08
O 1.35 0.89 1.85
C 1.19 1.06 3.25
C 0.07 0.18 3.72
C -0.21 0.05 5.08
C -1.25 -0.80 5.45
C -1.97 -1.50 4.47
C -1.64 -1.30 3.14
N -0.63 -0.47 2.78
H 2.14 1.38 1.55
H 2.10 0.75 3.79
H 0.96 2.11 3.48
H 0.40 0.62 5.77
H -1.52 -0.92 6.50
H -2.79 -2.19 4.70
H -2.18 -1.76 2.30
*
```

---

Entry 7:
The following is a DFT calculation (the ωB97M-V functional and the def2-TZVPD basis) of C24H37N4OPtSe as an isolated structure.

As for the orbital gap (spin up / spin down): 5.34 / 5.40 eV. Its relative energy (zero: lowest compared OMol25 entry of this formula, charge and spin) is 33.1 kcal per mole.

The geometry in ORCA input format:
```
! RIJCOSX wB97M-V def2-TZVPD def2/J DEFGRID3
* xyz 1 1
Pt -0.60 -0.07 -0.46
C 0.27 -0.51 1.52
C 0.36 0.91 1.26
C 1.51 1.10 0.37
C 2.03 -0.18 0.11
C 1.33 -1.18 0.83
C 1.79 -2.59 1.00
C 2.90 -2.58 2.06
C 0.65 -3.50 1.47
C 2.35 -3.13 -0.32
C 2.20 2.33 -0.19
C 1.37 2.95 -1.33
C 3.57 1.95 -0.80
C 2.51 3.37 0.89
C -0.55 1.86 2.03
C -1.01 3.06 1.19
C -1.85 1.12 2.42
C 0.15 2.29 3.32
H -0.32 -0.97 2.28
H 2.90 -0.39 -0.48
H 2.53 -2.18 3.00
H 3.74 -1.96 1.74
H 3.26 -3.59 2.23
H 0.33 -3.24 2.47
H 0.99 -4.53 1.48
H -0.20 -3.41 0.80
H 3.24 -2.59 -0.63
H 1.60 -3.06 -1.11
H 2.63 -4.18 -0.20
H 1.26 2.23 -2.14
H 1.89 3.82 -1.71
H 0.38 3.24 -1.00
H 3.47 1.28 -1.64
H 4.21 1.50 -0.04
H 4.06 2.85 -1.16
H 1.62 3.84 1.29
H 3.12 4.16 0.46
H 3.06 2.92 1.71
H -1.44 2.71 0.25
H -0.21 3.75 0.98
H -1.78 3.61 1.73
H -2.29 0.62 1.56
H -2.57 1.84 2.80
H -1.68 0.38 3.20
H 1.08 2.82 3.12
H 0.39 1.41 3.92
H -0.51 2.94 3.89
C -0.94 0.55 -4.94
C -0.68 0.01 -3.57
N -0.41 -1.30 -3.46
O -0.72 0.74 -2.58
H -0.86 -0.20 -5.72
H -0.23 1.36 -5.13
H -1.94 1.00 -4.97
H -0.40 -1.92 -4.25
H -0.18 -1.66 -2.54
Se -3.10 -3.32 2.16
N -4.44 -3.39 1.04
C -4.24 -2.51 0.06
C -5.08 -2.24 -1.03
C -4.66 -1.28 -1.92
C -3.47 -0.59 -1.73
N -2.64 -0.83 -0.71
C -3.01 -1.77 0.18
N -2.27 -2.08 1.23
H -6.02 -2.77 -1.12
H -5.28 -1.02 -2.77
H -3.18 0.20 -2.41
*
```

---

Entry 8:
The following is a DFT calculation (the ωB97M-V functional and the def2-TZVPD basis) of the molecule CH3N2OP.

As for the SMILES: C1N=NPO1. As for the orbital gap: 9.76 eV. Its relative energy (zero: lowest compared OMol25 entry of this formula, charge and spin) is 57.0 kcal per mole.

The geometry in ORCA input format:
```
! RIJCOSX wB97M-V def2-TZVPD def2/J DEFGRID3
* xyz 0 1
C -0.53 -0.75 0.39
N 0.00 -0.75 -0.91
N 0.86 0.00 -1.26
O 0.31 0.32 1.10
P 1.23 1.19 -0.01
H -1.59 -0.45 0.09
H -0.54 -1.55 1.18
H 0.25 2.00 -0.58
*
```

---

no.,maximum force (Eh/bohr),calculated total energy (eV)
1,0.07550,-33370.94519
2,0.02338,-90427.86488
3,0.12597,-10289.00962
4,0.05194,-26346.74859
5,0.06874,-65530.90902
6,0.03118,-28009.06029
7,0.06288,-102082.77647
8,0.09823,-15399.77872